# 1
{
  "formula": "C5H10NO2",
  "method": "wB97M-V/def2-TZVPD",
  "elements": ["C", "O", "C", "C", "C", "C", "O", "N", "H", "H", "H", "H", "H", "H", "H", "H", "H", "H"],
  "positions_angstrom": [[0.64326, -2.29139, -0.25813], [0.51011, -2.64044, 1.03755], [0.50907, -0.71741, -0.41735], [-0.96700, -0.33087, -0.27393], [-1.22110, 1.11822, -0.71324], [-0.59994, 2.11661, 0.24266], [-0.43979, 3.26333, -0.13438], [1.32632, -0.06677, 0.58871], [1.62295, -2.56354, -0.72634], [-0.19879, -2.70603, -0.87485], [0.90038, -0.64804, -1.42274], [-1.42980, -1.00786, -0.99831], [-1.23752, -0.61529, 0.74241], [-2.30745, 1.25190, -0.73926], [-0.79648, 1.31825, -1.69394], [-0.25758, 1.84515, 1.24639], [2.28372, 0.05983, 0.29286], [1.29370, -0.73276, 1.37235]],
  "atomic_forces_ev_per_a": [[-0.94, 0.53, 1.33], [0.32, -0.13, 0.01], [0.12, -1.77, 0.05], [1.39, -0.25, -1.44], [0.04, -1.03, 1.58], [-0.16, 1.02, -1.02], [0.10, 0.00, 0.33], [-0.15, 0.64, 0.20], [0.00, -0.12, -0.12], [0.39, -0.11, -0.41], [-0.02, 1.15, -0.58], [-0.58, 0.07, 0.30], [-0.36, 0.28, 0.02], [0.04, 0.48, -0.06], [-0.10, 0.00, -0.11], [-0.29, -0.43, 0.06], [0.06, -0.24, -0.05], [0.15, -0.11, -0.09]],
  "nbo_charge": [-0.0125, -0.9647, -0.0928, -0.4245, -0.5112, 0.4501, -0.5906, -0.9001, 0.0678, 0.0730, 0.1560, 0.1980, 0.2291, 0.2138, 0.2202, 0.1448, 0.3445, 0.3991],
  "de_lowest_kcal_mol": 61.5,
  "homo_lumo_gap_ev": 6.579,
  "e_tot_ev": -10931.5997,
  "e_lumo_ev": 3.87,
  "charge": -1,
  "smiles": "N[C@@H](C[O-])CCC=O"
}

# 2
{
  "formula": "C5H10NO2",
  "method": "wB97M-V/def2-TZVPD",
  "elements": ["C", "C", "C", "C", "N", "C", "O", "O", "H", "H", "H", "H", "H", "H", "H", "H", "H", "H"],
  "positions_angstrom": [[-1.59462, 1.41292, 0.14236], [-1.04428, 0.19476, 0.92565], [-0.77591, -1.12699, 0.39198], [-0.22756, -1.51677, -0.96936], [1.50512, 0.81584, -0.77871], [2.33999, 0.41969, 0.22016], [3.49190, 0.93435, 0.44749], [1.92930, -0.55056, 0.98973], [-2.68028, 1.31292, -0.04258], [-1.37029, 2.28837, 0.78617], [-1.06652, 1.44382, -0.88036], [-1.57940, 0.22762, 1.94115], [0.15388, -0.41382, 0.96452], [-1.05146, -2.04352, 1.02069], [0.78953, -1.80709, -0.68645], [-0.80517, -2.35818, -1.48232], [-0.11866, -0.63097, -1.59747], [2.10443, 1.39762, -1.39265]],
  "atomic_forces_ev_per_a": [[2.53, -0.35, -1.19], [-4.13, -2.51, -0.84], [-2.11, 0.49, 0.42], [-0.79, 0.09, 0.06], [0.48, 0.25, -0.48], [1.22, 0.86, -0.19], [-0.74, -0.32, -0.42], [-2.10, -0.72, 0.80], [0.39, -0.24, 0.52], [-0.21, -0.21, -0.90], [-0.59, 0.40, 1.74], [1.67, -0.64, -1.06], [3.31, 0.73, 0.60], [0.97, 1.69, -0.29], [0.08, -0.20, -0.42], [0.58, 0.99, 1.01], [0.09, -0.24, 0.05], [-0.63, -0.06, 0.60]],
  "nbo_charge": [-0.6467, -0.1733, -0.1081, -0.7006, -1.1383, 0.8145, -0.8530, -0.8828, 0.2041, 0.2236, 0.2769, 0.2121, 0.4277, 0.2295, 0.3068, 0.2004, 0.2847, 0.3226],
  "de_lowest_kcal_mol": 139.7,
  "homo_lumo_gap_ev": 4.947,
  "e_tot_ev": -10928.2059,
  "e_lumo_ev": 2.89,
  "charge": -1
}

# 3
{
  "formula": "C5H10NO2",
  "method": "wB97M-V/def2-TZVPD",
  "elements": ["C", "C", "C", "C", "C", "N", "O", "O", "H", "H", "H", "H", "H", "H", "H", "H", "H", "H"],
  "positions_angstrom": [[0.01922, 1.52760, -0.70321], [0.26968, 0.04314, -0.12577], [0.00057, -1.18049, -0.85332], [-0.64428, -1.15685, -2.19412], [-0.09981, 0.02115, 2.32062], [0.80742, -0.23005, 1.18228], [0.32549, -2.20697, -0.26249], [0.33792, 2.53331, 0.05255], [-0.38721, 1.60458, -1.69244], [-0.45111, -2.09603, -2.70544], [-1.72411, -1.07069, -2.05913], [-0.30283, -0.32527, -2.80051], [-0.26806, 1.08751, 2.44796], [-1.04996, -0.47543, 2.13451], [0.33372, -0.38327, 3.23082], [0.90960, -1.30107, 1.03762], [1.72019, 0.20486, 1.34995], [0.20357, 3.40394, -0.35987]],
  "atomic_forces_ev_per_a": [[1.46, -7.17, 3.36], [-1.34, 6.97, -3.11], [0.15, 0.09, 0.19], [-0.16, -0.28, -0.02], [-0.52, 0.15, 0.58], [0.35, -0.46, -0.11], [-0.11, -0.24, -0.16], [-0.04, 0.32, -0.11], [-0.14, 0.32, -0.32], [0.06, 0.01, -0.02], [-0.02, 0.03, 0.00], [0.06, 0.06, -0.11], [0.06, 0.00, -0.12], [0.09, -0.01, -0.11], [0.13, -0.03, -0.02], [0.15, 0.57, 0.21], [-0.14, -0.17, -0.13], [-0.03, -0.17, -0.01]],
  "nbo_charge": [0.3385, -0.1288, 0.5218, -0.7066, -0.4166, -0.5544, -0.5701, -0.6108, 0.2153, 0.2702, 0.2605, 0.2277, 0.2291, 0.2378, 0.2380, 0.4801, 0.4382, 0.5303],
  "de_lowest_kcal_mol": 50.4,
  "homo_lumo_gap_ev": 8.934,
  "e_tot_ev": -10923.8678,
  "e_lumo_ev": -4.57,
  "charge": 1,
  "smiles": "C[NH2+]/C(=C\\O)C(C)=O"
}

# 4
{
  "formula": "C5H10NO2",
  "method": "wB97M-V/def2-TZVPD",
  "elements": ["C", "C", "C", "C", "C", "N", "O", "O", "H", "H", "H", "H", "H", "H", "H", "H", "H", "H"],
  "positions_angstrom": [[2.42084, 1.10353, -0.06657], [-0.68780, 1.40856, 1.05723], [0.09905, -0.35108, -1.38974], [-0.05115, 0.02759, 1.11750], [0.96063, -1.45799, -0.51277], [0.82846, -0.21148, 0.00131], [2.17377, 1.53526, -1.11334], [2.88362, 0.84999, 0.95310], [-1.15115, 1.63115, 2.01563], [0.05875, 2.17519, 0.86148], [-1.46099, 1.46047, 0.29219], [-0.97858, -0.47390, -1.26573], [0.38706, 0.67502, -1.72589], [0.45072, -0.86882, -2.30629], [-0.81130, -0.75650, 1.22275], [0.61664, -0.02099, 1.98565], [1.91758, -1.72693, -0.94988], [0.36297, -2.29105, -0.13716]],
  "atomic_forces_ev_per_a": [[1.26, 1.25, -0.49], [0.06, -0.14, -0.02], [-1.85, 1.24, -1.26], [-1.05, 0.35, 0.78], [0.87, -0.21, 1.39], [0.00, -2.34, -0.27], [-0.13, 0.62, -1.24], [0.53, -0.44, 1.52], [-0.02, -0.02, 0.00], [0.03, 0.07, 0.01], [-0.02, 0.04, -0.04], [0.31, -0.09, -0.01], [-0.03, -0.43, 0.08], [0.27, -0.12, 0.32], [0.12, -0.04, -0.05], [0.03, -0.12, -0.18], [-0.11, 0.19, -0.33], [-0.26, 0.18, -0.20]],
  "nbo_charge": [1.0225, -0.6265, -0.6116, -0.2537, 0.0343, -0.2583, -0.5618, -0.5076, 0.2586, 0.2304, 0.2185, 0.2752, 0.4017, 0.3906, 0.2073, 0.2753, 0.2560, 0.2492],
  "de_lowest_kcal_mol": 88.6,
  "homo_lumo_gap_ev": 10.541,
  "e_tot_ev": -10922.2110,
  "e_lumo_ev": -5.40,
  "charge": 1
}

# 5
{
  "formula": "C5H10NO2",
  "method": "wB97M-V/def2-TZVPD",
  "elements": ["O", "C", "O", "C", "C", "C", "C", "N", "H", "H", "H", "H", "H", "H", "H", "H", "H", "H"],
  "positions_angstrom": [[1.41154, 1.39615, 1.01808], [2.03967, 0.38724, 0.75243], [3.30285, 0.22402, 1.00206], [1.45458, -0.82723, -0.03608], [0.25993, -0.67645, -0.96474], [-1.16823, -0.67837, -0.36608], [-2.87816, 1.01025, 0.16394], [-1.66520, 0.69217, -0.06171], [3.68267, 1.01118, 1.45606], [2.33043, -1.15705, -0.59897], [1.31027, -1.56380, 0.76830], [0.30957, -1.41773, -1.75960], [0.39618, 0.26007, -1.52321], [-1.85912, -1.06052, -1.11563], [-1.18390, -1.25739, 0.56072], [-3.15066, 2.03432, 0.37696], [-3.60514, 0.20114, 0.17965], [-0.98728, 1.42200, 0.14781]],
  "atomic_forces_ev_per_a": [[-0.81, 0.27, 0.09], [1.68, -1.17, -0.92], [-0.62, 0.64, 0.32], [-0.51, -0.37, 0.39], [-0.46, 1.38, -0.06], [0.57, 0.03, -0.13], [-0.07, -0.77, 0.00], [0.23, 0.37, 0.80], [0.25, -0.25, 0.05], [0.19, 0.21, -0.04], [-0.09, 0.06, 0.01], [0.14, -0.36, 0.25], [-0.05, -0.10, -0.10], [0.00, -0.29, 0.24], [-0.32, -0.06, -0.16], [0.00, 0.09, 0.12], [-0.24, 0.27, -0.31], [0.11, 0.06, -0.54]],
  "nbo_charge": [-0.0868, 0.7977, -0.5166, -0.4455, -0.4482, -0.2452, 0.1761, -0.4038, 0.5546, 0.3214, 0.2985, 0.3038, 0.2477, 0.2681, 0.2481, 0.2576, 0.2426, 0.4298],
  "s_squared": 0.756,
  "de_lowest_kcal_mol": 16.2,
  "homo_lumo_gap_ev": [12.642, 7.305],
  "multiplicity": 2,
  "e_tot_ev": -10911.4044,
  "e_lumo_ev": [-8.57, -13.89],
  "charge": 2
}

# 6
{
  "formula": "C5H10NO2S",
  "method": "wB97M-V/def2-TZVPD",
  "elements": ["C", "C", "C", "C", "C", "N", "O", "O", "S", "H", "H", "H", "H", "H", "H", "H", "H", "H", "H"],
  "positions_angstrom": [[-0.33218, 0.45274, 0.49347], [0.07656, 0.96788, 1.86373], [-2.16001, -1.24522, 0.15723], [2.77519, -0.08642, -1.98999], [-1.72926, 0.00316, 0.40763], [0.76655, 0.18330, -0.17368], [0.29597, -0.98172, -2.54153], [1.53562, -2.15483, -0.70700], [1.23235, -0.91181, -1.21138], [0.69641, 1.89695, 2.05731], [0.80697, 0.20539, 2.19833], [-1.57323, -2.09981, -0.07134], [-0.78650, 0.90132, 2.52145], [-3.21791, -1.41260, 0.32121], [3.27739, 0.28944, -1.16660], [3.27467, -0.85674, -2.46654], [2.48671, 0.58318, -2.81435], [0.62894, -1.39146, -3.20442], [-2.48245, 0.71118, 0.68740]],
  "atomic_forces_ev_per_a": [[1.73, -0.81, 1.54], [0.40, 0.41, 0.80], [-0.27, 1.27, 0.48], [-3.62, -0.34, -0.30], [0.31, -0.78, -1.16], [-1.19, -0.70, -1.05], [-3.88, 4.88, 8.95], [0.29, -3.28, 1.62], [1.16, 4.87, -4.41], [-1.14, -0.66, -0.95], [-0.51, 0.06, -0.09], [0.67, -0.46, -0.22], [0.10, 0.43, 0.16], [0.03, -0.16, -0.20], [1.13, 1.06, 1.27], [1.16, -1.91, -0.55], [-0.20, 0.28, 0.93], [3.87, -4.72, -7.14], [-0.02, 0.54, 0.33]],
  "nbo_charge": [0.4897, -0.6872, -0.2213, -0.7480, -0.3312, -0.7952, -0.8388, -0.8405, 2.2164, 0.2877, 0.2695, 0.2126, 0.2427, 0.2326, 0.2532, 0.2441, 0.2633, 0.4949, 0.2555],
  "de_lowest_kcal_mol": 93.6,
  "homo_lumo_gap_ev": 9.768,
  "e_tot_ev": -21756.6200,
  "e_lumo_ev": -5.07,
  "charge": 1,
  "smiles": "C=CC(C)=[N+]=[S@@](C)(=O)O"
}

# 7
{
  "formula": "C5H10NOS",
  "method": "wB97M-V/def2-TZVPD",
  "elements": ["O", "C", "N", "C", "C", "S", "C", "C", "H", "H", "H", "H", "H", "H", "H", "H", "H", "H"],
  "positions_angstrom": [[-1.05608, -2.10161, -0.49276], [-0.59378, -1.03615, -0.07843], [-1.20805, 0.12276, -0.34999], [-0.77114, 1.47039, 0.04140], [-0.36184, 2.32741, -1.13775], [-0.05088, 4.05841, -0.73414], [0.57526, -1.06005, 0.91031], [1.43662, -2.30043, 0.66776], [-2.00555, 0.06064, -0.96128], [0.05845, 1.39322, 0.73637], [-1.56879, 1.97983, 0.59350], [-1.08188, 2.25336, -1.95177], [0.46983, 1.78922, -1.64339], [0.05758, -1.09246, 1.87652], [1.15673, -0.15055, 0.82680], [0.78676, -3.13787, 0.45117], [2.14030, -2.47944, 1.47716], [2.01645, -2.09667, -0.23149]],
  "atomic_forces_ev_per_a": [[0.18, 0.01, -0.18], [-0.60, -0.68, 0.18], [0.56, 0.68, 0.36], [-0.42, 0.24, 0.06], [0.57, -0.47, -0.93], [0.15, -0.07, 0.14], [-0.44, -0.26, -0.40], [-0.05, 0.79, -0.29], [0.01, -0.13, -0.06], [0.01, 0.03, 0.01], [-0.04, -0.12, -0.11], [-0.78, 0.05, 0.16], [0.28, 0.39, 0.50], [0.34, 0.11, 0.10], [0.13, 0.07, 0.23], [0.06, -0.30, 0.21], [-0.11, -0.15, 0.13], [0.16, -0.20, -0.10]],
  "nbo_charge": [-0.6891, 0.6751, -0.5943, -0.2355, -0.5409, -0.6950, -0.4959, -0.6087, 0.3939, 0.1954, 0.1941, 0.1704, 0.1631, 0.2170, 0.2193, 0.2355, 0.1951, 0.2004],
  "de_lowest_kcal_mol": 0.9,
  "homo_lumo_gap_ev": 6.066,
  "e_tot_ev": -19721.5042,
  "e_lumo_ev": 3.44,
  "charge": -1,
  "smiles": "CCC(=O)NCC[S-]"
}